The following is a quantum chemistry calculation of a single C15H23NO4 molecule, from the OMol25 dataset.

Computed properties:
SMILES = C#CCNC(=O)C1=C[C@H](C)[C@@H](CCCO)[C@H](OCC)O1

XYZ file:
```
43
Properties=species:S:1:pos:R:3:forces:R:3
C -6.2743 0.1269 -1.8793 0.131 0.151 0.449
C -5.7946 0.4527 -0.8325 -0.141 -0.137 -0.377
C -5.1638 0.8076 0.4250 0.095 0.229 0.436
N -3.7389 0.5601 0.3925 -0.129 -0.419 -0.078
C -2.8307 1.5380 0.5917 -0.059 0.028 0.100
O -3.1218 2.6797 0.8947 0.033 0.123 -0.023
C -1.4183 1.0889 0.4227 0.570 0.188 0.137
C -0.3979 1.9328 0.5576 -0.179 -0.249 0.015
C 1.0292 1.5803 0.2684 -0.115 -0.121 -0.194
C 1.5254 2.5771 -0.7872 0.056 -0.103 0.215
H 2.5708 2.4236 -1.0294 0.160 0.017 -0.082
H 1.4072 3.5924 -0.4161 0.018 0.128 -0.019
H 0.9366 2.4772 -1.6965 -0.048 -0.007 -0.094
C 1.1566 0.1187 -0.2015 -0.173 -0.300 0.377
C 2.4923 -0.5499 0.1557 -0.072 -0.057 -0.329
C 3.7233 -0.0345 -0.5981 0.087 0.196 0.281
C 4.5634 0.9472 0.2245 -0.231 -0.297 -0.042
O 5.6021 1.5282 -0.5284 0.349 0.119 -0.241
H 6.1613 0.8265 -0.8802 -0.041 0.058 0.028
H 3.9603 1.7863 0.5738 -0.045 -0.068 0.068
H 4.9715 0.4293 1.1058 -0.148 0.071 -0.028
H 3.4241 0.4412 -1.5325 0.059 0.020 -0.065
H 4.3633 -0.8822 -0.8601 0.019 0.028 -0.050
H 2.6598 -0.4529 1.2318 -0.027 -0.060 0.125
H 2.3699 -1.6115 -0.0613 0.073 0.057 0.124
C 0.0398 -0.7340 0.4295 0.597 0.049 0.233
O 0.1281 -2.0240 -0.0592 -0.071 0.110 -0.087
C -0.7121 -2.9685 0.5879 -0.140 -0.210 0.093
C -0.3572 -4.3524 0.0719 -0.021 0.457 0.104
H -0.9940 -5.0961 0.5423 -0.051 -0.107 0.024
H 0.6819 -4.5780 0.2948 0.100 -0.077 0.026
H -0.4962 -4.3898 -1.0045 -0.034 -0.062 -0.115
H -1.7639 -2.7383 0.3770 0.119 -0.013 0.062
H -0.5565 -2.9063 1.6758 -0.047 0.018 -0.110
O -1.2599 -0.2447 0.1424 -0.229 0.219 -0.186
H 0.1572 -0.7248 1.5366 -0.094 -0.006 -0.240
H 1.0066 0.0681 -1.2839 -0.026 0.017 -0.047
H 1.6185 1.7152 1.1842 -0.008 -0.012 -0.027
H -0.6228 2.9567 0.8096 -0.162 0.104 0.035
H -3.4097 -0.3424 0.0863 0.023 0.080 0.034
H -5.6294 0.2354 1.2390 0.051 0.209 -0.095
H -5.2904 1.8781 0.6221 -0.026 -0.212 0.073
H -6.7168 -0.1382 -2.7928 -0.224 -0.156 -0.509
```
Forces are in eV/Å.

Atomic partial charges in e from the Löwdin method, atoms 1 to 5:
1. C 0.118
2. C -0.117
3. C -0.186
4. N 0.079
5. C -0.429

The following is a quantum chemistry calculation of a molecular structure, C15H24AgF9N3NbO2, from the OMol25 dataset.

Computed properties:
total charge = +2

XYZ file:
```
55
Properties=species:S:1:pos:R:3:forces:R:3
N -1.0270 0.9095 1.5169 -1.979 0.040 -0.498
C -1.6352 1.7354 2.2173 1.594 2.569 2.205
O -1.9366 2.6114 2.9654 0.150 -3.158 -2.622
Ag -3.2016 0.6092 -0.0245 0.385 -0.050 0.063
Nb -0.0984 0.0179 -0.0234 -0.066 -0.546 -0.566
N -0.6900 1.0548 -1.6771 -0.080 -1.334 2.225
N -0.8005 -1.8373 -0.2874 0.624 2.251 -0.245
C -0.4160 2.5003 -1.8359 0.195 0.378 -0.192
C -1.3882 -2.9184 0.5166 -0.108 -0.509 0.646
C -1.7048 3.2873 -1.5761 -0.011 0.031 -0.114
C 0.0835 2.7892 -3.2567 0.003 0.016 -0.085
C 0.6543 2.9251 -0.8364 -0.092 -0.050 -0.106
C -2.3629 -3.7813 -0.2993 0.033 0.097 -0.041
C -0.2368 -3.8059 1.0158 0.059 0.129 0.135
C -2.1370 -2.3217 1.7065 0.273 -0.142 0.079
H -2.5269 2.9415 -2.2165 0.178 0.318 0.063
H -1.4878 4.3390 -1.8089 -0.371 -0.236 0.151
H -2.0244 3.2209 -0.5252 0.138 0.059 -0.032
H 0.9523 2.1615 -3.4932 -0.163 0.174 -0.023
H 0.3884 3.8418 -3.3077 -0.033 -0.277 -0.046
H -0.7001 2.6331 -4.0078 0.240 0.062 0.119
H 0.3313 2.7154 0.1990 0.225 0.189 -0.172
H 0.7938 4.0125 -0.9341 0.069 -0.387 0.264
H 1.6155 2.4372 -1.0543 -0.238 0.148 0.119
H -3.1697 -3.1724 -0.7264 0.080 -0.134 -0.010
H -2.8126 -4.5133 0.3844 0.086 0.205 -0.222
H -1.8599 -4.3442 -1.0943 -0.160 0.125 0.162
H 0.3304 -4.2160 0.1680 -0.164 -0.040 0.411
H -0.6671 -4.6303 1.6019 0.324 0.193 -0.182
H 0.4432 -3.2130 1.6469 -0.145 -0.299 -0.102
H -1.5060 -1.6375 2.2944 -0.152 -0.290 -0.060
H -2.4479 -3.1640 2.3439 -0.047 0.535 -0.067
H -3.0381 -1.7776 1.3759 0.022 -0.101 0.038
C -0.3129 -2.2688 -1.6213 -0.156 0.016 0.072
H 0.2409 -1.4423 -2.1007 0.037 -0.199 -0.147
H 0.3470 -3.1484 -1.5641 -0.126 0.462 0.129
H -1.1811 -2.5283 -2.2468 0.418 0.249 0.020
C -1.5159 0.4825 -2.7587 0.188 -0.265 -0.170
H -0.8833 0.3421 -3.6525 -0.502 0.027 0.211
H -1.9490 -0.4822 -2.4604 0.213 0.249 -0.154
H -2.3475 1.1660 -2.9802 0.330 -0.218 -0.181
F 3.2668 -1.8461 1.4888 0.318 0.989 -0.060
C 3.7446 -0.5775 1.3713 2.171 -1.790 -0.654
F 4.8897 -0.4889 2.0901 -1.529 0.041 -0.784
F 4.0535 -0.3994 0.0622 -0.235 -0.089 1.000
C 2.6591 0.4084 1.7762 -0.513 -0.187 -0.747
O 1.6230 0.1738 0.8101 -0.699 0.335 0.570
C 2.2426 0.1646 3.2355 -0.639 -0.642 2.454
F 3.3059 0.2852 4.0733 -1.301 -0.153 -1.242
F 1.2895 1.0402 3.6543 0.697 -0.698 -0.628
F 1.7185 -1.0799 3.4051 0.348 1.058 -0.410
C 3.1584 1.8442 1.6544 1.122 2.491 -0.369
F 4.2402 2.0877 2.4320 -1.352 -0.435 -0.865
F 3.5044 2.1166 0.3677 -0.346 -0.293 1.031
F 2.1883 2.7406 1.9959 0.686 -0.914 -0.374
```
Forces are in eV/Å.

Atomic partial charges in e from the Löwdin method, atoms 1 to 5:
1. N -0.104
2. C -0.368
3. O 0.222
4. Ag 0.858
5. Nb 1.888

The following is a quantum chemistry calculation of 2 unconnected molecules or ions with the total composition C15H24BCl2O3, from the OMol25 dataset.

Computed properties:
total charge = -1

XYZ file:
```
45
Properties=species:S:1:pos:R:3:forces:R:3
C -0.1291 -0.5436 1.6063 -0.124 0.455 0.161
C 0.1745 0.7329 0.8540 -0.010 -0.137 -0.152
C 1.2346 1.5155 1.3069 0.053 0.122 -0.030
C 1.5859 2.7010 0.6817 -0.067 -0.007 -0.046
C 0.8562 3.1107 -0.4290 0.164 0.023 0.128
C -0.1891 2.3349 -0.8929 0.035 0.092 -0.004
C -0.5592 1.1303 -0.2798 0.126 -0.048 -0.079
C -1.7025 0.3481 -0.8466 0.106 0.186 -0.024
B -3.2056 0.8330 -0.3081 0.149 -0.268 -0.082
C -3.1892 1.2133 1.3161 -0.276 -0.070 -0.049
Cl -4.2663 0.0502 2.2458 0.009 0.009 -0.030
C -3.5764 2.6441 1.6430 -0.172 -0.110 0.122
C -4.8402 3.1560 0.9856 0.010 0.144 -0.176
Cl -3.7731 2.9332 3.4554 0.221 0.047 0.025
H -0.6547 -0.2977 2.5336 -0.016 -0.095 0.014
H 0.8006 -1.0391 1.8892 -0.036 -0.178 -0.081
H -0.7848 -1.2016 1.0444 0.126 -0.153 0.025
H 1.7984 1.1728 2.1692 0.005 0.022 0.003
H 2.4158 3.2988 1.0382 0.006 -0.043 0.055
H 1.1263 4.0298 -0.9369 -0.062 -0.002 -0.023
H -0.7318 2.6722 -1.7690 -0.108 -0.114 0.006
H -1.5441 -0.7227 -0.6956 -0.056 -0.018 0.076
H -1.6981 0.5084 -1.9291 -0.035 -0.087 -0.027
H -3.5780 1.7585 -1.0143 0.155 0.205 0.130
H -3.9801 -0.0905 -0.4912 -0.040 0.053 -0.020
H -2.2114 1.0384 1.7581 -0.033 -0.001 0.078
H -2.7123 3.2637 1.4057 -0.054 0.045 -0.189
H -5.1249 4.1261 1.3918 -0.029 -0.038 0.091
H -5.6576 2.4469 1.1122 -0.006 -0.004 0.110
H -4.6621 3.2728 -0.0812 0.000 -0.081 -0.015
C 0.9535 -3.1499 -0.6678 0.151 -0.192 0.044
C 1.7832 -2.0089 -1.2109 -0.437 0.113 -0.053
O 3.1606 -2.1136 -0.7913 0.052 0.041 -0.010
C 3.9061 -2.9699 -1.4687 -0.033 0.010 0.072
O 3.5686 -3.6444 -2.4084 -0.002 -0.027 -0.049
O 5.1342 -2.9705 -0.9306 0.034 0.008 0.003
C 6.0406 -3.8859 -1.5414 0.093 0.003 0.010
H 1.0563 -3.2076 0.4162 -0.072 0.062 0.011
H -0.0977 -2.9945 -0.9095 -0.003 0.059 0.009
H 1.2686 -4.1045 -1.0907 -0.002 0.033 -0.061
H 1.4306 -1.0581 -0.8148 0.154 0.023 0.068
H 1.7334 -1.9592 -2.2977 0.116 -0.075 -0.013
H 6.0792 -3.7358 -2.6183 -0.036 -0.022 -0.013
H 5.7480 -4.9132 -1.3269 -0.031 -0.007 -0.051
H 7.0130 -3.6807 -1.1023 -0.022 0.023 0.036
```
Forces are in eV/Å.

Atomic partial charges in e from the Löwdin method, atoms 1 to 5:
1. C -0.050
2. C -0.252
3. C -0.069
4. C -0.116
5. C -0.113

| no. | LUMO energy (eV) | HOMO-LUMO gap (eV) | HOMO energy (eV) |
| --- | --- | --- | --- |
| 1 | 0.7 | 9.8 | -9.0 |
| 2 | -9.1 | 7.6 | -16.7 |
| 3 | 2.5 | 7.5 | -5.0 |